1.
# C4H29N2O10

A cluster of 11 separate species, C4H29N2O10 in total at a distorted geometry (the ωB97M-V functional and the def2-TZVPD basis, the OMol25 dataset).

```
45
Properties=species:S:1:pos:R:3:forces:R:3:nbo_charge:R:1
N -1.814 -0.688 -1.127 0.1 3.4 2.5 -0.900
C -0.603 -0.362 -1.831 -0.1 -3.7 -2.8 -0.231
C 0.357 -1.636 -1.705 -0.6 1.5 0.4 -0.215
N 0.799 -1.861 -0.332 -0.5 2.8 -0.4 -0.672
C 1.468 -3.076 -0.229 0.4 -3.6 2.9 -0.418
C 2.403 -0.852 1.865 -2.6 -1.5 2.1 0.254
O 2.012 -1.912 2.400 1.1 3.0 -1.2 -0.561
H -1.580 -0.279 -0.130 -1.2 -2.4 -2.2 0.390
H -2.010 -1.659 -1.256 -0.1 -0.5 1.0 0.362
H -0.876 -0.299 -2.934 0.8 0.1 1.1 0.192
H -0.231 0.587 -1.555 0.7 0.7 0.5 0.197
H 1.222 -1.517 -2.361 0.0 -0.2 -0.5 0.166
H -0.247 -2.552 -1.949 0.5 0.9 -0.3 0.167
H 1.430 -1.046 -0.027 -1.4 -1.8 -1.0 0.384
H 1.199 -3.919 -0.900 0.4 1.2 -0.8 0.194
H 1.154 -3.704 0.708 0.5 1.4 -0.7 0.174
H 1.729 0.082 1.761 0.8 -1.4 0.3 0.151
H 3.386 -0.734 1.462 0.9 -0.1 -0.2 0.137
H 3.391 0.935 -0.915 3.2 1.9 -4.2 0.478
H 2.052 1.124 -0.461 0.7 0.2 0.0 0.521
O 2.885 0.640 -0.256 -3.4 -2.4 4.1 -0.998
H -1.713 2.085 -2.732 0.1 -0.1 -0.6 0.489
H -2.506 0.790 -2.764 -0.1 -0.8 0.6 0.470
O -2.451 1.642 -3.171 -0.8 1.0 -0.2 -0.968
H -2.452 1.979 2.011 -0.9 0.0 -1.9 0.477
H -2.778 0.794 3.083 0.4 2.4 -1.1 0.495
O -2.348 1.684 2.881 0.0 -1.3 4.1 -0.972
H -0.901 -2.987 2.487 0.3 0.0 -0.1 0.479
H -2.071 -2.223 1.843 0.6 -2.2 0.6 0.470
O -1.802 -3.140 2.192 -0.8 2.2 -0.7 -0.950
H -0.738 0.214 2.595 0.3 0.3 -2.0 0.498
H -0.564 1.195 1.394 0.1 -1.2 0.4 0.498
O -0.654 0.226 1.590 0.2 0.8 1.3 -0.974
H 0.676 2.023 -2.556 -0.1 1.3 -2.3 0.521
H 0.630 2.331 -4.125 4.1 1.3 -4.5 0.453
O 0.113 2.159 -3.446 -3.1 -1.8 6.8 -1.028
H 1.989 3.147 0.052 -0.3 -0.6 2.5 0.497
H 2.828 2.433 1.045 -0.3 0.1 0.5 0.463
O 2.103 3.077 1.126 0.3 0.1 -2.6 -1.037
H 2.061 3.411 -1.621 0.5 4.8 -1.2 0.431
H 2.532 -2.904 -0.090 0.4 -0.7 -0.5 0.182
O 1.926 2.539 -1.514 -1.1 -4.4 0.7 -1.264
H -4.240 -0.144 0.902 -2.3 -0.4 -4.7 0.489
H -2.775 -0.170 1.523 2.4 -0.2 -1.7 0.490
O -3.689 -0.116 1.588 -0.2 0.0 5.8 -0.982
```
Positions in Å, forces in eV/Å.

LUMO level ... 2.675 eV
Relative energy (zero: lowest compared OMol25 entry of this formula, charge and spin) ... 6.966 eV
Charge ... -1
Molar mass ... 265.28 u

---

2.
# C4H29N2O11

A cluster of 10 separate species, C4H29N2O11 in total at a distorted geometry (the ωB97M-V functional and the def2-TZVPD basis, the OMol25 dataset).

```
46
Properties=species:S:1:pos:R:3:forces:R:3:nbo_charge:R:1
N -0.547 1.791 -1.318 0.3 0.3 -0.8 -0.751
C -0.771 1.604 0.167 0.5 0.7 -0.4 -0.165
C -0.022 2.721 0.940 0.8 1.4 -0.8 -0.464
C 0.396 2.222 2.328 0.5 1.3 0.8 -0.078
O 1.482 1.346 2.254 0.9 -0.3 0.1 -0.763
C -2.255 1.743 0.424 -1.2 -1.2 0.5 0.649
N -2.880 0.659 0.983 -0.2 1.9 -0.1 -0.805
O -2.842 2.758 0.131 0.0 0.4 -0.3 -0.603
H -1.016 1.060 -1.900 0.2 0.1 0.7 0.451
H 0.557 1.746 -1.546 -1.0 -0.1 0.3 0.470
H -0.965 2.672 -1.670 0.3 -0.3 0.7 0.432
H -0.379 0.612 0.432 -0.2 0.4 -0.2 0.247
H -0.642 3.666 1.063 0.4 -1.3 -0.4 0.257
H 0.908 3.062 0.302 -1.6 -0.8 1.5 0.243
H -0.430 1.749 2.898 0.1 0.3 -0.4 0.179
H 0.827 3.051 2.969 -1.0 -0.6 -0.8 0.209
H 1.243 0.498 1.861 -0.2 -0.5 -0.1 0.502
H -2.438 -0.208 1.080 0.6 -1.2 0.0 0.410
H -3.877 0.690 1.158 0.3 0.2 -0.1 0.412
H -2.217 -0.960 -1.609 0.1 0.2 -0.6 0.521
H -2.564 -0.453 -3.017 -2.9 0.3 -2.5 0.491
O -1.869 -0.508 -2.442 2.5 -0.4 3.1 -1.006
H 0.163 -2.925 -0.635 0.3 0.1 -0.1 0.485
H -0.095 -3.545 0.781 0.2 0.1 -0.2 0.505
O -0.470 -3.407 -0.103 -0.7 -0.3 -0.2 -0.969
H 2.125 0.383 -1.579 0.1 0.5 -0.1 0.501
H 2.528 1.750 -1.100 2.7 2.2 3.2 0.507
O 2.015 1.352 -1.726 -2.8 -2.3 -3.3 -0.953
H 4.044 2.489 0.700 0.1 0.1 0.0 0.488
H 2.644 2.031 1.200 0.1 0.0 -0.1 0.504
O 3.129 2.396 0.424 0.2 0.0 0.2 -1.007
H 1.410 -1.157 0.306 0.4 0.0 -0.3 0.503
H 0.853 -1.752 1.585 0.1 -2.2 1.7 0.493
O 0.849 -0.989 1.073 -0.3 2.6 -1.3 -0.998
H 3.080 -1.680 -1.382 -0.9 0.3 -0.1 0.513
H 1.544 -1.559 -1.971 1.1 0.0 0.8 0.527
O 2.196 -1.282 -1.228 -0.2 -0.8 -1.0 -1.024
H 0.111 -3.411 3.063 -0.6 0.0 0.6 0.504
H 1.463 -3.896 2.558 -0.4 0.4 -0.3 0.511
O 0.691 -3.348 2.312 1.1 -0.8 0.2 -0.966
H 0.058 -2.791 -3.311 -0.9 -3.2 -1.4 0.491
H -0.458 -1.476 -2.840 -3.2 1.9 0.3 0.500
O 0.289 -1.980 -2.982 4.2 1.2 1.0 -0.959
H -1.834 -2.447 -0.106 -0.4 -0.1 -0.1 0.517
H -3.403 -2.417 -0.280 -0.4 -0.4 0.0 0.496
O -2.631 -1.861 -0.247 0.9 0.2 0.1 -1.007
```
Positions in Å, forces in eV/Å.

LUMO level ... -2.699 eV
Relative energy (zero: lowest compared OMol25 entry of this formula, charge and spin) ... 0.094 eV
Charge ... +1
Molar mass ... 281.28 u

---

3.
# C4H29N2O9

A cluster of 10 separate species, C4H29N2O9 in total at a distorted geometry (the ωB97M-V functional and the def2-TZVPD basis, the OMol25 dataset).

```
44
Properties=species:S:1:pos:R:3:forces:R:3:nbo_charge:R:1
C 1.083 0.393 1.711 0.2 -0.7 1.0 -0.215
C 0.467 1.633 1.164 -3.7 1.0 -0.1 -0.511
C 0.791 2.080 -0.250 1.8 -1.8 0.9 0.231
C 1.454 3.211 -0.453 0.0 0.5 0.7 -0.526
N 0.669 1.058 -1.235 -1.0 0.5 1.2 -0.906
N 0.632 -0.825 0.890 2.6 0.6 -1.2 -0.705
H 2.144 0.582 1.680 0.3 -1.0 -0.2 0.251
H 0.832 0.079 2.746 -0.2 0.9 -0.6 0.218
H -0.633 1.336 1.207 0.9 1.0 -0.4 0.243
H 0.494 2.572 1.775 0.4 -1.2 0.0 0.250
H 1.512 3.679 -1.418 0.5 -0.1 -0.4 0.200
H 1.867 3.746 0.404 -0.4 0.1 -0.3 0.213
H 1.318 1.265 -1.973 -0.4 -0.1 -0.6 0.378
H -0.325 0.933 -1.543 1.7 0.1 0.1 0.416
H 0.682 -1.731 1.349 -0.3 0.0 0.6 0.466
H -0.276 -0.718 0.461 -0.4 0.1 0.2 0.436
H 1.333 -0.897 0.114 -1.1 0.0 0.6 0.470
H 3.865 -1.414 1.338 0.3 -0.1 -0.4 0.498
H 3.542 -0.915 -0.139 0.6 -0.3 0.2 0.495
O 3.272 -0.899 0.785 0.1 -0.1 -0.2 -0.979
H -1.052 1.353 3.741 -0.1 0.2 0.0 0.473
H -2.034 0.216 3.587 -0.2 0.1 -0.1 0.474
O -1.779 1.053 3.182 0.2 -0.3 0.3 -0.939
H 1.182 -4.098 -1.171 0.4 -0.3 0.3 0.489
H 2.505 -3.812 -0.345 -0.1 -0.5 -0.1 0.486
O 1.781 -3.420 -0.836 -0.3 0.8 -0.1 -0.972
H -0.589 2.212 -3.108 -0.6 0.3 0.0 0.501
H -1.897 1.278 -3.263 0.1 0.8 -0.3 0.490
O -0.943 1.321 -3.149 -0.4 -1.1 -0.8 -0.964
H -2.149 -0.766 -0.029 -0.2 0.9 -0.5 0.494
H -2.935 0.468 0.866 0.6 0.3 -0.9 0.512
O -2.678 -0.439 0.700 -0.4 -1.5 1.4 -1.003
H -0.700 -2.765 -1.592 -0.6 0.1 -0.7 0.503
H -2.255 -2.744 -1.228 0.2 -0.3 -0.6 0.491
O -1.358 -2.654 -0.904 0.2 0.4 1.8 -0.988
H -0.823 4.000 -0.706 0.1 -0.2 0.3 0.489
H -1.947 3.571 -1.596 -0.3 -0.2 0.2 0.470
O -1.379 3.232 -0.890 -0.7 0.7 -0.7 -0.947
H -0.317 -1.562 -3.798 -0.3 0.3 -0.1 0.486
H -1.624 -1.057 -3.134 0.3 0.2 -0.1 0.473
O -1.155 -1.846 -3.414 0.2 -0.4 -0.3 -0.953
H -1.395 -2.325 2.798 0.0 -0.1 -0.2 0.487
H -0.648 -3.642 3.000 0.0 0.0 0.0 0.492
O -0.534 -2.743 2.676 0.0 0.1 0.1 -0.969
```
Positions in Å, forces in eV/Å.

LUMO level ... -2.507 eV
Relative energy (zero: lowest compared OMol25 entry of this formula, charge and spin) ... 2.313 eV
Charge ... +1
Molar mass ... 249.28 u

---

4.
# C4H29N2O9

A cluster of 9 separate species, C4H29N2O9 in total at a distorted geometry (the ωB97M-V functional and the def2-TZVPD basis, the OMol25 dataset).

```
44
Properties=species:S:1:pos:R:3:forces:R:3:nbo_charge:R:1
N 0.705 -0.083 -0.068 -0.6 -0.6 -0.3 -0.735
C -0.615 0.081 0.613 -0.4 -1.0 -0.2 -0.086
C -1.626 -0.999 0.078 0.8 0.6 -0.6 0.082
C -2.809 -1.111 1.002 -0.5 0.4 0.4 -0.658
O -0.951 -2.234 -0.113 -0.1 0.2 0.1 -0.718
C -1.146 1.485 0.406 -1.5 -0.5 -0.4 -0.238
N -1.325 1.794 -1.009 1.4 0.4 0.0 -0.900
H 1.460 -0.139 0.611 0.2 0.3 -0.1 0.444
H 0.755 -0.972 -0.623 0.1 0.1 0.4 0.487
H 0.844 0.654 -0.771 0.5 0.2 0.1 0.466
H -0.539 -0.221 1.657 0.6 0.5 0.2 0.232
H -1.898 -0.714 -0.939 -0.4 0.1 0.1 0.188
H -3.463 -0.239 0.948 -0.1 0.0 -0.3 0.229
H -3.412 -1.989 0.794 0.0 -0.1 -0.2 0.243
H -2.528 -1.136 2.061 0.3 -0.3 -0.1 0.212
H -1.045 -2.745 0.691 0.2 -0.3 0.3 0.480
H -0.583 2.286 0.862 0.5 -0.1 0.1 0.221
H -2.118 1.460 0.891 -0.2 0.3 0.4 0.184
H -1.253 2.792 -1.133 -0.4 0.0 -0.3 0.380
H -2.097 1.397 -1.522 -0.2 0.0 0.2 0.407
H 2.038 2.710 3.036 0.1 -0.1 0.2 0.492
H 0.578 2.293 2.994 -0.2 -0.2 0.0 0.517
O 1.457 2.033 2.670 -0.1 0.7 -0.1 -0.990
H -1.901 1.568 3.753 0.5 -0.2 0.3 0.488
H -1.853 2.903 3.130 0.3 0.3 0.1 0.481
O -1.263 2.271 3.564 -0.7 0.0 -0.3 -0.953
H 2.725 -2.098 -1.241 -0.1 0.1 0.1 0.481
H 1.768 -2.900 -2.126 -0.4 0.4 0.4 0.511
O 1.781 -2.263 -1.367 0.8 -0.2 -0.5 -0.993
H 1.062 0.893 -3.199 0.1 0.1 -0.1 0.474
H 0.787 2.036 -2.244 0.0 0.0 -0.1 0.481
O 1.488 1.427 -2.517 -0.3 -0.1 0.1 -0.936
H 1.580 0.311 2.894 0.3 -0.3 0.5 0.486
H 2.603 -0.825 2.819 0.1 -0.1 0.2 0.469
O 1.707 -0.636 3.111 -0.2 0.1 -0.6 -0.973
H -3.426 -0.586 -3.498 -0.4 0.4 0.1 0.482
H -1.979 -0.328 -3.511 0.2 0.4 0.0 0.467
O -2.802 0.120 -3.276 0.2 -0.8 -0.1 -0.941
H 2.940 2.303 1.051 0.2 0.2 -0.2 0.478
H 3.846 2.521 -0.213 0.1 0.1 0.1 0.488
O 3.138 1.994 0.162 -0.4 -0.5 0.0 -0.966
H 0.112 -3.954 -3.220 0.1 -0.1 0.0 0.484
H 0.940 -4.660 -2.142 -0.1 -0.2 0.0 0.486
O 1.011 -4.227 -3.000 0.0 0.0 -0.1 -0.934
```
Positions in Å, forces in eV/Å.

LUMO level ... -2.511 eV
Relative energy (zero: lowest compared OMol25 entry of this formula, charge and spin) ... 0.000 eV
Charge ... +1
Molar mass ... 249.28 u

---

Among the records above, which one has the lowest relative energy (zero: lowest compared OMol25 entry of this formula, charge and spin)?
number 4